# 1
DFT (ωB97M-V/def2-TZVPD) results for C3H6N2O2 as an isolated structure in a non-equilibrium geometry.

```
13
Properties=species:S:1:pos:R:3:nbo_charge:R:1
O -1.9116 -1.5907 -0.4173 -0.665
O -3.0115 0.4887 0.4873 -0.564
N 0.4235 -0.6984 -0.0590 -0.550
N -0.1803 1.6555 -0.5425 -0.811
C -0.4836 0.1853 -0.0200 0.368
C -2.0047 -0.2660 0.0355 0.740
C 1.7377 -0.5469 0.3576 -0.423
H 0.8589 1.8363 -0.0564 0.380
H 2.5297 -0.3375 -0.8278 0.185
H 1.9084 0.5265 1.0241 0.190
H -0.9434 2.1474 -0.1699 0.382
H -0.9843 -1.7832 -0.6506 0.522
H 2.0612 -1.6170 0.8389 0.245
```

Properties
HOMO energy (eV): -9.796
Lowest unoccupied orbital energy (eV): -0.40
2S+1: 1
Charge: 0
Kohn-Sham gap (eV): 9.4
Relative energy (zero: lowest compared OMol25 entry of this formula, charge and spin) (kcal/mol): 130.8

---

# 2
DFT (ωB97M-V/def2-TZVPD) results for a 12-piece molecular cluster, C36H81N3O36S9 overall in a non-equilibrium geometry.

```
165
Properties=species:S:1:pos:R:3:mulliken_charge:R:1
S -6.3587 -3.7175 -6.3811 1.078
S -0.1513 1.7574 -0.8994 1.078
S 3.0248 -3.5225 -8.8911 1.064
S -1.7874 6.3440 6.6525 1.054
S -5.1749 9.0651 1.3936 1.081
S 7.4600 4.8465 -6.0732 1.092
S 1.4355 3.9853 -10.0429 1.055
S -6.0163 7.3200 -6.6553 1.063
S -2.8466 -5.5596 -0.2641 1.061
O 0.5677 0.6889 -0.2168 -0.505
O -3.8017 10.0016 1.6944 -0.299
O -1.7761 1.6283 -0.7001 -0.315
O 6.6815 5.2391 -4.6617 -0.348
O 2.7834 4.1548 -11.0789 -0.337
O 1.6101 -2.6374 -9.1598 -0.361
O 8.8512 4.7254 -5.8055 -0.500
O -1.9048 5.6528 5.1294 -0.263
O 3.3037 -4.2860 -10.1287 -0.495
O -1.9859 4.8454 7.3616 -0.319
O -6.6956 7.4041 -5.1169 -0.301
O -6.5140 -3.1031 -7.6914 -0.528
O -3.4455 -4.3701 0.2997 -0.494
O -5.7164 10.2170 0.2712 -0.353
O 4.0169 -2.6061 -8.3203 -0.490
O -2.9659 7.2024 6.9410 -0.512
O 6.8668 5.6015 -7.1586 -0.489
O -5.4339 5.9553 -6.7863 -0.516
O 0.2531 3.1551 -0.7939 -0.533
O -0.3908 6.8362 6.9555 -0.510
O -6.0497 -2.7765 -5.3100 -0.525
O 6.8286 3.3357 -6.0393 -0.337
O 0.6864 2.9934 -11.1679 -0.295
O -1.5526 -6.0253 0.6840 -0.313
O -5.2186 8.4800 -7.0237 -0.494
O -7.7039 -4.6183 -5.9205 -0.315
O 0.8289 5.3252 -9.9513 -0.511
O 1.8105 3.3173 -8.8229 -0.483
O -0.2926 1.5204 -2.5007 -0.304
O -7.5229 7.3132 -7.3807 -0.343
O -5.3239 -4.9953 -6.4613 -0.269
O -6.1103 9.0785 2.5118 -0.494
O -4.7581 7.8456 0.6687 -0.498
O -2.5683 -5.5451 -1.7104 -0.525
O -3.6346 -6.9254 0.0912 -0.301
O 2.2186 -4.3317 -7.6397 -0.323
N 5.5615 1.3686 9.1810 -0.092
N -5.0002 -2.3746 6.5613 0.201
N 6.1218 -6.7516 -0.0827 0.088
C 6.7775 -7.8304 0.6847 -0.457
C -6.0188 -2.0477 5.5720 -0.646
C 4.6259 1.6892 10.2815 -0.451
C 1.6087 2.5395 -12.1689 -0.202
C -6.8274 -3.2088 5.0224 -1.128
C 5.7683 4.2813 -4.2387 -0.267
C -3.8305 -3.0534 5.9982 -0.627
C 4.8403 0.9384 7.9247 -0.394
C -4.6754 -2.9860 8.9031 -1.336
C -8.6056 6.9622 -6.4741 -0.245
C -6.0194 -6.1477 -5.8820 -0.281
C 0.9300 -2.3985 -7.9951 -0.303
C 5.4272 -5.8651 0.7976 -0.685
C 6.5201 0.3158 9.5263 -0.294
C -2.4536 1.9753 -1.8583 -0.259
C 6.3709 2.9983 -4.7125 -0.393
C -5.6445 -2.9681 7.6879 -0.484
C -4.6312 10.7263 -0.4587 -0.378
C -1.4557 -7.4500 0.8073 -0.227
C 3.0167 2.9207 -11.7122 -0.228
C -2.9664 4.1547 6.6396 -0.309
C 6.4000 -4.9094 1.6059 -0.983
C -2.7244 -8.0063 0.1841 -0.324
C 7.4684 -0.1346 8.4255 -1.370
C -7.9569 6.8445 -5.0814 -0.224
C -3.4937 10.8629 0.6003 -0.213
C -7.2927 -5.6977 -5.1507 -0.324
C 7.4327 -9.0340 -0.0290 -1.414
C 4.1345 2.1738 7.2874 -1.299
C -1.4631 1.9599 -3.0060 -0.209
C -2.6774 -2.0094 5.6816 -1.108
C 6.3822 -5.2052 -1.9923 -1.378
C 1.0550 -3.6443 -7.2424 -0.170
C 5.3078 2.1580 11.5759 -1.248
C -2.4701 4.4039 5.2053 -0.291
C 7.0279 -6.2358 -1.1062 -0.408
H -6.6174 -1.2212 5.9548 0.454
H -2.3909 -8.3572 -0.7925 0.270
H -7.4646 -2.8282 4.2242 0.399
H 6.0834 -8.2294 1.4243 0.437
H -3.9183 4.6585 6.8073 0.287
H 4.0354 0.7743 10.3312 0.417
H -7.2748 -5.3974 -4.1031 0.285
H -4.3769 -1.9548 9.0922 0.310
H 3.7014 1.8499 6.3410 0.434
H -1.7009 1.2104 -3.7608 0.244
H 5.6372 4.2491 -3.1571 0.313
H -2.8205 2.9634 -1.5805 0.236
H 4.5548 2.1986 12.3630 0.399
H -8.9278 6.0453 -6.9676 0.259
H -4.3059 9.9029 -1.0946 0.291
H -3.4119 1.4643 -1.9512 0.308
H 0.1977 -4.3139 -7.1728 0.291
H 4.8966 4.4754 -4.8636 0.288
H -0.5661 -7.8215 0.2986 0.267
H -5.9507 -3.9883 7.4562 0.318
H 5.9367 -4.3561 -1.4740 0.286
H -4.8673 11.5688 -1.1088 0.335
H 5.7875 3.1315 11.4745 0.290
H -3.4032 -3.7738 6.6958 0.393
H 1.3041 1.5005 -12.2947 0.279
H 4.8016 3.0186 7.1163 0.320
H -4.1029 -3.6871 5.1542 0.334
H -1.4135 -7.7475 1.8550 0.252
H 5.6733 2.1643 -4.6355 0.332
H -8.0772 -6.4314 -5.3362 0.266
H -6.2607 -4.0825 4.7008 0.294
H -1.2080 2.9229 -3.4484 0.258
H 1.3095 -3.4091 -6.2090 0.221
H 8.3688 -0.5790 8.8497 0.365
H 5.8530 -0.5283 9.7008 0.353
H 3.6498 3.3189 -12.5051 0.250
H -6.5295 -2.4393 8.0418 0.411
H 5.3752 0.5490 7.0584 0.336
H -3.0713 -1.3554 4.9036 0.252
H -5.1682 -3.4331 9.7665 0.420
H 7.7219 0.7241 7.8037 0.374
H -2.3561 -1.5204 6.6013 0.265
H 6.9553 -0.7636 7.6981 0.301
H 6.9525 -4.2241 0.9632 0.240
H 3.3261 2.4720 7.9549 0.271
H -2.9895 3.0924 6.8829 0.310
H 5.6225 -5.8281 -2.4645 0.346
H 7.1587 -5.5099 2.1077 0.281
H -7.5660 -3.5656 5.7402 0.309
H -6.3658 -6.9132 -6.5763 0.299
H 4.7631 -6.4166 1.4631 0.397
H -3.8260 -3.6632 8.8138 0.342
H 7.0127 -4.8929 -2.8248 0.382
H 6.0433 1.4175 11.8900 0.345
H 3.5135 2.2857 -10.9787 0.248
H 7.2977 2.7979 -4.1749 0.308
H 1.3471 3.1162 -13.0561 0.225
H -9.4129 7.6946 -6.4743 0.230
H 7.5542 -7.4815 1.3653 0.289
H 7.0683 0.6454 10.4089 0.339
H -2.5670 10.4767 0.1757 0.242
H 5.8512 -4.3028 2.3263 0.407
H 7.8683 -5.7682 -0.5932 0.383
H 7.7891 -9.7029 0.7543 0.426
H -3.2121 4.3129 4.4121 0.287
H -8.5701 7.3214 -4.3167 0.321
H -0.0889 -2.0609 -8.1848 0.282
H 7.2672 -7.0961 -1.7313 0.380
H 8.2916 -8.6195 -0.5570 0.363
H -1.6689 3.7136 4.9414 0.265
H 1.4623 -1.5375 -7.5907 0.285
H -3.3574 11.9088 0.8752 0.285
H 6.7321 -9.5825 -0.6586 0.302
H -5.4092 -6.7323 -5.1935 0.313
H -7.9314 5.7810 -4.8436 0.250
H 4.0632 0.1776 7.9986 0.309
H -5.3789 -1.7007 4.7607 0.249
H -1.8968 -2.5897 5.1897 0.380
H -3.0946 -8.8605 0.7511 0.332
H 3.8355 2.3942 10.0241 0.296
H 4.7597 -5.1620 0.2993 0.318
```

Properties
HOMO energy (eV): -8.193
Lowest unoccupied orbital energy (eV): -0.08
SMILES string: O=S1(=O)OCCO1.O=S1(=O)OCCO1.O=S1(=O)OCCO1.O=S1(=O)OCCO1.O=S1(=O)OCCO1.O=S1(=O)OCCO1.O=S1(=O)OCCO1.O=S1(=O)OCCO1.O=S1(=O)OCCO1.CCN(CC)CC.CCN(CC)CC.CCN(CC)CC
2S+1: 1
Charge: 0
Kohn-Sham gap (eV): 8.1
Relative energy (zero: lowest compared OMol25 entry of this formula, charge and spin) (kcal/mol): 217.3

---

# 3
DFT (ωB97M-V/def2-TZVPD) results for a 2-piece molecular cluster, C2H6O2 overall in a non-equilibrium geometry.

```
10
Properties=species:S:1:pos:R:3:mulliken_spin:R:1
O -2.3505 0.2181 -1.4199 0.000
O 4.1374 0.5320 2.3120 0.879
C 3.9954 1.2915 1.3409 -0.036
C -2.5050 -1.0971 -0.8892 0.000
H 4.8543 1.6288 0.7797 0.071
H -1.6988 -1.7481 -0.5616 0.000
H 2.9622 1.3583 0.9029 0.085
H -3.0644 0.6721 -0.9435 0.000
H -3.1781 -1.7433 -1.4613 0.000
H -3.1523 -1.1123 -0.0600 0.000
```

Properties
HOMO energy (spin up / spin down) (eV): -12.509 / -12.509
Lowest unoccupied orbital energy (spin up / spin down) (eV): -8.37 / -11.24
2S+1: 2
Charge: +1
Kohn-Sham gap (spin up / spin down) (eV): 4.1 / 1.3
Relative energy (zero: lowest compared OMol25 entry of this formula, charge and spin) (kcal/mol): 80.6

---

# 4
DFT (ωB97M-V/def2-TZVPD) results for a 2-piece molecular cluster, Cl2H2NP overall in a non-equilibrium geometry.

```
6
Properties=species:S:1:pos:R:3:nbo_charge:R:1
Cl 2.0341 1.1700 0.6698 -0.251
Cl -2.2916 0.4077 -0.1104 0.151
P 0.0712 -1.2523 0.3284 0.890
N -1.3253 -0.7247 0.6954 -0.927
H 0.2484 -0.8400 -1.2032 -0.143
H 1.2632 1.2391 -0.3800 0.280
```

Properties
HOMO energy (eV): -9.875
Lowest unoccupied orbital energy (eV): -0.64
SMILES string: [H]/P=N\Cl.Cl
2S+1: 1
Charge: 0
Kohn-Sham gap (eV): 9.2
Relative energy (zero: lowest compared OMol25 entry of this formula, charge and spin) (kcal/mol): 88.9